1.
148
Properties=species:S:1:pos:R:3:forces:R:3 method="wB97M-V/def2-TZVPD" e_homo_ha=-0.3372 orbital_gap_ev=8.3499 spin_multiplicity=1
C -5.800 -2.507 0.524 0.457 -1.435 -0.674
O -5.422 -2.030 1.864 -2.552 0.832 -1.436
C -6.428 -1.123 2.440 -0.006 0.973 1.743
C -6.023 0.482 2.337 0.752 -0.331 -0.764
C -4.381 0.715 2.138 -0.980 -0.099 -0.406
C -4.010 2.320 2.151 -0.061 -0.159 0.805
C -3.571 2.891 3.643 1.220 0.247 -1.302
C -1.902 2.810 3.663 -0.370 0.555 0.305
C -1.274 2.891 5.179 -0.577 0.339 -0.218
C -1.609 1.538 6.097 1.242 1.025 -0.290
C -0.482 0.407 5.681 -0.407 -0.426 -0.036
C -1.177 -1.051 5.254 0.342 0.234 0.135
C -0.433 -1.712 3.902 1.095 2.471 2.468
C 1.156 -1.833 4.366 0.642 0.179 0.722
N 1.978 -2.802 3.556 1.095 0.876 0.343
O -0.675 -0.716 2.844 1.930 -2.461 -0.378
C 0.131 -0.941 1.643 -0.245 1.480 -1.684
O 1.425 -0.179 1.631 -2.080 -0.229 2.530
C -0.737 -0.259 0.381 0.418 -1.445 0.543
C -0.117 -0.950 -0.983 -0.131 1.004 -0.463
C -0.564 -2.511 -1.154 -1.281 -0.494 -1.182
O -1.597 -2.961 -0.160 -0.043 1.211 -1.305
C 0.608 -3.631 -1.138 -0.321 -1.321 0.326
N 1.991 -3.194 -0.761 -0.737 0.812 -1.453
O -0.520 1.181 0.514 -1.065 -0.749 -1.638
C -0.941 1.967 -0.637 0.665 1.554 -0.400
C -2.467 1.750 -1.165 -1.000 1.767 0.739
O -2.390 1.694 -2.663 1.175 0.602 2.505
N -3.552 1.260 -3.182 1.376 -4.713 -2.003
O -3.255 0.205 -3.767 -2.241 3.371 1.463
C -0.725 3.570 -0.217 0.084 -0.249 -2.114
C 0.862 4.012 -0.165 -0.564 0.754 1.913
C 1.546 3.526 1.281 -0.146 -0.567 -0.618
F 1.656 3.540 -1.326 -2.028 0.622 2.400
S -1.294 -3.357 3.661 -5.792 -2.810 4.349
C -0.531 -4.527 2.439 0.299 -2.131 -1.351
O -2.826 -3.139 3.369 5.598 0.012 -0.359
O -1.253 -4.077 5.065 1.324 2.392 -4.480
H -5.174 -2.002 -0.355 -1.281 -0.731 1.901
H -5.538 -3.670 0.496 -0.487 2.511 0.053
H -6.942 -2.428 0.272 2.130 0.115 0.654
H -7.513 -1.256 2.020 2.136 -0.003 0.517
H -6.487 -1.368 3.598 0.257 0.263 -2.407
H -6.337 1.059 3.312 0.289 -1.154 -2.024
H -6.572 0.889 1.364 1.174 -0.431 2.219
H -4.130 0.259 1.087 -0.344 0.819 1.988
H -3.794 0.081 2.933 -1.014 1.371 -1.478
H -3.065 2.481 1.459 -2.115 -0.128 1.233
H -4.939 2.977 1.816 1.969 -1.562 0.269
H -3.864 4.043 3.652 0.493 -2.535 0.420
H -4.040 2.285 4.528 0.761 1.262 -1.745
H -1.508 3.758 3.068 -0.793 -1.910 1.154
H -1.555 1.869 3.049 -0.593 1.621 1.406
H -0.110 3.074 5.089 -2.258 -0.567 0.353
H -1.714 3.872 5.690 0.823 -2.122 -1.017
H -1.428 1.864 7.230 -0.699 -0.908 -2.452
H -2.717 1.171 5.913 2.372 0.752 0.485
H 0.213 0.204 6.626 -1.316 0.524 -2.255
H 0.148 0.835 4.773 -1.260 -0.903 1.987
H -2.301 -0.902 4.965 2.121 -0.395 0.731
H -1.017 -1.744 6.208 -0.733 1.162 -2.513
H 1.660 -0.755 4.313 -1.485 -2.196 0.093
H 1.244 -2.166 5.502 -0.728 0.715 -2.449
H 2.580 -3.410 4.183 -1.053 1.263 -1.037
H 2.621 -2.231 2.937 -0.939 -1.083 1.009
H 0.418 -2.054 1.432 -0.862 2.093 0.591
H 1.303 0.513 2.370 0.219 -1.352 -1.841
H -1.872 -0.472 0.564 2.143 0.136 -0.436
H 1.046 -0.758 -0.933 -2.305 -0.674 -0.015
H -0.465 -0.402 -1.987 0.549 -1.029 2.375
H -1.123 -2.622 -2.204 1.397 0.439 2.127
H -2.499 -2.613 -0.438 1.771 -0.519 0.483
H 0.303 -4.506 -0.388 0.375 2.013 -1.615
H 0.644 -4.151 -2.210 0.088 1.264 2.329
H 2.060 -2.745 0.178 -0.256 -0.290 -1.244
H 2.291 -2.522 -1.529 -0.171 -0.962 1.780
H -0.207 1.785 -1.541 -1.562 0.235 1.683
H -3.049 0.844 -0.713 1.399 1.428 -1.086
H -3.137 2.712 -0.942 1.509 -2.065 -0.166
H -1.319 3.876 0.745 1.450 -0.718 -1.661
H -1.202 4.184 -1.121 0.933 -1.320 1.877
H 0.892 5.196 -0.177 0.057 -2.551 -0.345
H 2.035 4.442 1.850 -0.918 -2.046 -1.320
H 2.321 2.694 0.998 -1.244 1.731 0.699
H 0.744 2.998 1.988 1.608 1.339 -1.676
H -1.373 -4.830 1.656 1.768 1.144 1.699
H 0.447 -4.176 1.907 -2.039 -0.276 1.185
H -0.254 -5.546 2.996 -0.682 2.577 -0.709
C -3.979 -7.106 -0.405 -0.085 -0.049 -0.159
C -4.023 -6.093 -1.363 -0.098 -0.120 -0.029
C -4.748 -6.277 -2.540 -0.012 -0.153 0.119
C -5.426 -7.476 -2.761 0.112 0.038 0.158
C -5.374 -8.492 -1.807 0.071 0.142 0.028
C -4.652 -8.307 -0.628 0.010 0.155 -0.118
H -3.419 -6.959 0.515 -0.081 -0.014 -0.118
H -3.493 -5.160 -1.192 -0.044 -0.126 0.006
H -4.785 -5.487 -3.285 0.005 -0.110 0.100
H -5.993 -7.619 -3.677 0.081 0.016 0.120
H -5.897 -9.429 -1.982 0.077 0.152 0.030
H -4.614 -9.098 0.116 -0.009 0.120 -0.107
C 4.777 5.261 -1.354 0.142 -0.020 -0.209
C 4.367 4.396 -2.369 0.041 -0.039 -0.080
C 5.199 4.160 -3.462 0.148 0.189 0.147
C 6.440 4.792 -3.544 -0.134 -0.002 0.136
C 6.846 5.664 -2.534 -0.086 -0.111 0.065
C 6.015 5.898 -1.439 -0.071 -0.118 -0.139
H 4.131 5.440 -0.499 0.059 -0.030 -0.109
H 3.399 3.905 -2.306 0.356 0.169 -0.028
H 4.881 3.483 -4.251 0.039 0.095 0.115
H 7.090 4.606 -4.395 -0.069 0.042 0.105
H 7.810 6.162 -2.601 -0.151 -0.084 -0.002
H 6.332 6.576 -0.651 -0.026 -0.090 -0.093
C 8.434 10.652 -4.877 -0.126 -0.147 -0.014
C 8.095 10.190 -3.605 -0.049 -0.084 -0.128
C 7.259 9.082 -3.465 0.052 0.078 -0.195
C 6.759 8.438 -4.597 0.063 0.156 -0.035
C 7.091 8.905 -5.868 0.076 0.087 0.143
C 7.929 10.011 -6.009 -0.020 -0.043 0.185
H 9.090 11.511 -4.986 -0.097 -0.112 0.015
H 8.482 10.693 -2.723 -0.051 -0.076 -0.134
H 6.998 8.720 -2.474 0.016 0.039 -0.148
H 6.111 7.573 -4.488 0.091 0.127 0.006
H 6.696 8.407 -6.750 0.060 0.073 0.140
H 8.189 10.374 -6.999 -0.033 -0.053 0.141
C -1.922 0.991 -6.858 -0.092 -0.130 -0.174
C -1.522 1.372 -8.139 -0.108 -0.099 0.017
C -2.030 0.708 -9.255 -0.062 -0.065 0.158
C -2.935 -0.341 -9.091 0.078 0.092 0.144
C -3.327 -0.728 -7.810 0.137 0.163 -0.073
C -2.823 -0.062 -6.693 0.033 -0.058 -0.153
H -1.532 1.513 -5.989 -0.035 -0.077 -0.090
H -0.815 2.188 -8.267 -0.112 -0.116 0.014
H -1.721 1.008 -10.253 -0.043 -0.042 0.144
H -3.332 -0.856 -9.960 0.059 0.067 0.108
H -4.028 -1.549 -7.681 0.102 0.130 -0.018
H -3.131 -0.362 -5.695 0.085 0.043 -0.480
C 5.530 -8.169 3.926 -0.115 0.176 -0.036
C 4.293 -8.123 4.569 0.042 0.104 -0.105
C 3.426 -7.055 4.340 0.138 0.016 -0.077
C 3.799 -6.028 3.472 0.153 -0.170 0.074
C 5.040 -6.069 2.837 -0.021 -0.102 0.086
C 5.905 -7.140 3.062 -0.168 -0.009 0.096
H 6.202 -9.005 4.100 -0.092 0.122 -0.017
H 4.004 -8.922 5.247 0.038 0.123 -0.114
H 2.461 -7.021 4.838 0.127 -0.003 -0.063
H 3.123 -5.197 3.291 0.060 -0.173 -0.053
H 5.333 -5.266 2.164 -0.053 -0.132 0.085
H 6.871 -7.172 2.566 -0.146 0.006 0.067

=====

2.
168
Properties=species:S:1:pos:R:3:forces:R:3 method="wB97M-V/def2-TZVPD" e_homo_ha=-0.3391 orbital_gap_ev=0.7406 charge=+3 spin_multiplicity=1
C 11.535 -11.244 -6.248 0.876 -0.906 -0.830
C 11.349 -12.259 -5.121 -0.112 0.311 0.360
C 12.621 -13.010 -4.610 -0.581 1.730 1.855
O 12.287 -13.795 -3.423 -0.291 1.176 -2.292
C 13.402 -13.889 -2.536 -0.968 -0.409 0.446
N 10.708 -11.481 -3.959 -0.878 -0.980 0.380
H 10.153 -12.094 -3.379 0.079 -0.791 0.602
H 11.290 -10.968 -3.312 0.983 0.090 0.090
H 9.994 -10.817 -4.223 -0.178 0.546 -0.947
H 10.676 -10.881 -6.812 -0.549 -0.457 0.523
H 12.098 -11.842 -6.965 0.279 0.414 -0.419
H 12.096 -10.334 -6.033 0.309 -0.303 0.514
H 10.654 -13.053 -5.397 -0.471 0.386 0.040
H 13.262 -12.187 -4.294 0.468 0.085 0.263
H 13.215 -13.493 -5.386 -0.560 -0.587 -0.133
H 13.033 -14.534 -1.739 0.455 -0.570 -0.268
H 13.552 -12.960 -1.985 0.600 0.392 -0.597
H 14.230 -14.291 -3.119 0.398 0.155 0.704
C 15.728 -4.241 -7.765 -1.599 -1.013 -0.169
C 16.829 -4.945 -8.434 1.179 -1.739 -2.075
C 16.938 -6.482 -7.917 1.086 2.092 -0.573
O 18.157 -7.055 -8.396 -1.222 -0.500 0.211
C 18.386 -8.434 -7.954 0.816 1.113 0.451
N 16.600 -4.911 -9.982 0.081 -0.304 -0.762
H 17.261 -5.292 -10.644 1.437 -1.016 0.679
H 15.785 -5.403 -10.320 -1.200 0.082 0.370
H 16.611 -3.982 -10.377 -0.797 0.933 0.475
H 15.329 -3.309 -8.164 1.205 0.688 0.516
H 16.031 -4.374 -6.726 -0.767 1.046 0.252
H 14.823 -4.814 -7.969 -0.207 -0.645 0.619
H 17.757 -4.376 -8.394 0.289 -0.542 0.565
H 16.045 -7.063 -8.150 -0.102 -0.004 -0.552
H 16.884 -6.326 -6.840 0.502 -0.355 0.328
H 19.075 -8.920 -8.644 -0.570 0.077 -0.475
H 17.469 -8.990 -7.755 -0.026 0.061 -0.321
H 18.989 -8.392 -7.047 -0.341 0.059 0.375
C 10.320 -15.866 4.426 0.611 -0.751 0.001
C 10.652 -14.580 5.155 0.874 -0.097 -1.271
C 12.194 -14.353 5.232 -0.704 1.265 1.202
O 12.470 -13.094 5.889 0.040 -0.222 0.726
C 12.421 -13.105 7.372 -0.236 -0.473 -0.586
N 9.985 -13.369 4.356 0.275 -0.638 1.242
H 9.231 -13.129 4.984 -0.293 0.884 -0.081
H 10.611 -12.591 4.202 0.554 0.572 0.715
H 9.568 -13.492 3.444 -0.169 -1.063 -0.424
H 9.521 -16.442 4.892 -0.364 0.369 -0.452
H 11.164 -16.555 4.461 0.291 0.086 0.327
H 10.236 -15.719 3.349 -0.610 0.046 0.062
H 10.177 -14.546 6.135 0.185 0.206 -0.093
H 12.615 -14.337 4.227 0.000 0.343 -0.057
H 12.703 -15.169 5.745 -0.367 -0.235 0.151
H 13.315 -13.450 7.891 0.349 -0.526 -0.751
H 11.588 -13.730 7.692 -0.067 0.005 0.107
H 12.303 -12.117 7.817 -0.368 0.282 -0.900
C 6.045 -14.745 -13.169 0.943 -0.185 0.253
N 5.392 -15.715 -13.998 -2.231 -0.697 0.126
C 4.118 -16.173 -13.594 1.099 -0.384 -0.964
C 3.426 -17.054 -14.379 0.047 -0.574 -0.746
C 3.901 -17.440 -15.671 1.326 -0.051 -0.280
C 5.091 -16.781 -16.073 0.976 1.063 -0.428
C 5.810 -15.929 -15.277 -1.338 -0.087 0.752
C 3.372 -18.466 -16.573 -0.441 0.157 4.485
C 3.514 -18.330 -17.912 -0.564 -0.654 -1.405
C 2.973 -19.292 -18.740 1.226 1.140 -0.153
N 2.295 -20.364 -18.285 -1.133 -0.892 1.084
C 2.068 -20.506 -16.926 1.843 2.223 0.793
C 2.694 -19.599 -16.018 -1.723 -1.494 -2.706
C 1.722 -21.358 -19.258 -0.070 0.989 0.270
H 5.600 -13.771 -13.376 0.255 0.167 0.623
H 7.111 -14.772 -13.393 -0.058 0.407 -0.357
H 6.041 -15.110 -12.142 -0.592 0.556 0.133
H 3.743 -15.794 -12.655 0.146 -0.055 0.036
H 2.471 -17.493 -14.129 -0.105 0.390 0.643
H 5.539 -16.839 -17.054 -0.313 -0.490 -0.213
H 6.613 -15.271 -15.572 0.294 -0.497 -0.316
H 3.965 -17.403 -18.235 -0.019 -0.350 -0.776
H 3.197 -19.132 -19.784 -0.628 -0.686 -0.319
H 1.403 -21.271 -16.555 0.184 -0.285 -0.391
H 2.523 -19.832 -14.978 0.227 0.474 0.114
H 1.273 -20.718 -20.017 0.497 -0.508 -0.595
H 0.875 -21.932 -18.883 0.292 0.169 0.676
H 2.518 -22.045 -19.545 -0.181 0.249 -0.446
C 18.063 -21.134 -6.611 -0.107 -2.876 0.356
N 17.657 -20.270 -7.656 -2.238 2.650 -0.954
C 16.982 -19.100 -7.293 1.641 0.588 -1.041
C 16.642 -18.137 -8.241 -0.170 -0.485 1.337
C 16.787 -18.341 -9.599 -0.726 -0.375 -0.133
C 17.182 -19.629 -9.936 1.223 -2.011 0.667
C 17.662 -20.591 -8.967 -0.886 2.507 -1.242
C 16.322 -17.252 -10.510 1.954 -0.674 1.493
C 15.708 -17.564 -11.693 -0.393 0.263 -0.487
C 15.438 -16.551 -12.554 -1.807 0.900 -0.294
N 15.639 -15.212 -12.266 0.743 -1.463 -0.333
C 16.134 -14.904 -11.066 2.244 -0.950 0.824
C 16.610 -15.925 -10.184 -1.546 0.740 -1.155
C 15.397 -14.161 -13.310 -1.972 -0.921 0.797
H 17.317 -21.925 -6.523 -0.593 0.121 0.200
H 18.128 -20.700 -5.613 0.619 0.312 -0.487
H 18.864 -21.769 -6.989 0.794 0.665 0.583
H 17.003 -18.839 -6.245 -0.285 -0.301 0.120
H 16.156 -17.211 -7.974 0.172 -0.078 0.767
H 17.235 -20.011 -10.944 0.002 0.289 -0.214
H 18.048 -21.525 -9.350 0.122 -0.155 0.519
H 15.362 -18.573 -11.861 0.107 0.029 -0.435
H 14.733 -16.750 -13.348 0.533 0.158 -0.678
H 16.424 -13.870 -10.951 -0.275 0.125 0.380
H 17.125 -15.730 -9.255 0.033 0.556 -0.127
H 14.397 -13.822 -13.039 0.106 0.803 0.016
H 15.173 -14.676 -14.244 0.933 0.199 -0.143
H 16.116 -13.342 -13.307 0.079 -0.493 -0.102
C 6.125 -18.019 -3.413 -1.513 0.218 -0.065
N 4.704 -17.937 -3.991 2.620 1.709 -1.155
C 3.691 -18.247 -3.201 -0.306 0.436 -0.613
C 2.414 -17.879 -3.591 -0.454 -0.519 -0.945
C 2.156 -17.147 -4.792 3.818 -0.495 2.230
C 3.333 -16.790 -5.539 -2.110 -0.020 0.508
C 4.576 -17.205 -5.143 -1.364 -0.448 0.418
C 0.821 -16.641 -4.934 -1.420 -0.386 -0.689
C -0.226 -17.541 -4.741 -1.766 -0.251 -0.158
C -1.529 -17.156 -4.975 1.617 -0.360 0.034
N -1.796 -15.887 -5.339 0.517 -0.035 0.129
C -0.884 -14.946 -5.434 4.586 -0.634 0.617
C 0.519 -15.339 -5.248 -1.815 0.444 -0.147
C -3.158 -15.566 -5.595 -1.574 -0.080 0.343
H 6.296 -19.070 -3.180 0.455 0.277 -0.096
H 6.056 -17.388 -2.527 0.335 -0.205 0.206
H 6.799 -17.525 -4.113 0.019 -0.567 0.052
H 4.013 -18.692 -2.272 -0.592 -0.193 0.181
H 1.596 -18.253 -2.993 -0.051 0.392 0.261
H 3.214 -16.142 -6.395 0.217 -0.066 -0.183
H 5.394 -16.909 -5.782 0.538 -0.327 0.619
H -0.123 -18.576 -4.448 0.452 -0.019 -0.072
H -2.339 -17.870 -4.942 -0.189 0.238 0.084
H -1.100 -13.904 -5.620 -0.515 -0.135 -0.152
H 1.392 -14.704 -5.276 -0.522 0.889 -0.298
H -3.693 -15.837 -4.685 -0.339 0.446 -0.047
H -3.515 -16.256 -6.360 -0.155 0.560 -0.331
H -3.224 -14.500 -5.810 -0.442 -0.349 -0.209
O 4.599 -13.514 -1.509 -1.514 1.185 -2.098
C 5.493 -13.942 -0.669 3.645 -2.319 3.280
O 5.198 -14.692 0.240 -2.298 -1.724 1.609
O 6.704 -13.637 -0.833 0.683 1.436 -1.799
H 5.261 -13.009 -1.987 -0.397 1.064 -1.348
O 12.919 -7.223 -0.719 0.722 0.522 -0.386
C 12.820 -7.632 0.568 0.550 1.090 0.922
O 13.577 -7.188 1.438 1.847 1.052 -0.016
O 11.905 -8.334 0.853 -3.784 -3.578 0.277
H 13.511 -6.495 -0.516 0.613 0.687 -0.939
O 12.902 -6.840 -13.362 1.634 0.138 -1.575
C 11.832 -7.178 -12.633 -2.957 -1.520 -0.526
O 11.779 -6.712 -11.531 0.583 1.457 3.562
O 10.940 -7.913 -13.150 0.908 -0.173 -0.841
H 12.694 -7.235 -14.211 0.186 -0.052 -0.447
O 20.659 -13.092 -3.014 2.220 0.463 1.312
C 20.059 -13.993 -3.755 1.268 -3.414 -1.018
O 20.579 -15.038 -4.093 0.810 -1.801 -0.277
O 18.951 -13.572 -4.106 -3.642 0.269 -1.689
H 19.886 -12.654 -3.377 -0.932 4.377 1.367
O 14.494 -20.345 0.378 -0.365 0.209 -1.780
C 15.340 -20.556 1.374 -0.479 2.080 5.666
O 15.285 -19.704 2.316 0.899 -0.382 -0.960
O 15.870 -21.675 1.419 0.964 -0.409 -0.514
H 14.766 -21.238 0.151 -1.145 -1.423 -2.516
O 2.877 -9.358 -6.939 -1.424 0.882 -0.187
C 4.085 -9.782 -6.568 3.139 3.609 2.863
O 4.473 -10.851 -6.940 0.478 -4.500 -1.864
O 4.841 -9.027 -5.856 -1.932 -0.225 -0.726
H 2.600 -10.019 -7.578 -0.213 -0.110 -0.128